Entry 1:
Density functional theory data (ωB97M-V/def2-TZVPD) for a structure of composition C19H24Cl2F6N5PPt.

## Properties
Gap between HOMO and LUMO (alpha / beta)   9.095 / 5.877 eV
HOMO energy (alpha / beta)   -0.421 / -0.440 Ha
Charge   +1
Energy above the lowest of the compared OMol25 structures with the same formula, charge and spin   6.1 kcal per mole
Spin multiplicity   4
LUMO energy (alpha / beta)   -2.35 / -6.11 eV

CARTESIAN COORDINATES (ANGSTROEM)
Pt -0.12704 -0.00210 -0.12267
Cl 4.20009 -1.69110 0.99053
C 4.34714 -0.12662 0.20695
Cl 2.76162 0.59234 -0.22533
H 4.90513 -0.23568 -0.71037
H 4.81902 0.56104 0.89062
F -2.19218 -0.10870 -1.16626
P -3.33584 0.37168 0.02034
F -2.60135 1.79766 0.03133
F -3.91376 -1.10273 -0.00037
F -2.11689 -0.18117 1.09489
F -4.24330 0.77699 1.23357
F -4.32335 0.83328 -1.10741
C -0.71404 3.88897 3.62449
C -1.10342 4.52405 2.45071
C -0.86026 3.94160 1.22469
C -0.21177 2.69670 1.15173
C 0.14996 2.05146 2.35034
C -0.08932 2.64575 3.56894
N 0.00651 2.06023 -0.06585
C 0.22895 2.76225 -1.23719
C -0.06993 2.16299 -2.48096
C 0.17773 2.82932 -3.65901
C 0.73874 4.10440 -3.63383
C 1.05919 4.70000 -2.41767
C 0.81652 4.04381 -1.23004
H -0.91711 4.34966 4.58313
H -1.62626 5.47179 2.49421
H -1.25060 4.39331 0.32218
H 0.65631 1.09759 2.31449
H 0.20379 2.14326 4.48297
H -0.56883 1.20533 -2.50909
H -0.07827 2.36775 -4.60451
H 0.93270 4.62769 -4.56112
H 1.51717 5.68091 -2.39924
H 1.13086 4.48535 -0.29488
C 0.98991 -2.62520 -1.06075
N -0.06729 -2.11744 -0.10417
C -1.37228 -2.83153 -0.45542
N -1.20903 -4.26104 -0.38201
C -0.15823 -4.68418 -1.31031
N 1.13526 -4.05513 -0.98350
C 1.49296 -4.42442 0.39413
N 0.46661 -4.00153 1.35886
C 0.32240 -2.57105 1.28948
C -0.81390 -4.62966 0.98079
H 1.93343 -2.14479 -0.80858
H 0.69019 -2.33574 -2.06772
H -1.66221 -2.53234 -1.45807
H -2.12939 -2.50718 0.24177
H -0.44403 -4.41001 -2.32630
H -0.04586 -5.76514 -1.25729
H 2.44549 -3.96325 0.65355
H 1.60236 -5.50493 0.44839
H 1.26865 -2.09337 1.54496
H -0.45850 -2.23635 1.97211
H -1.59020 -4.31467 1.67829
H -0.70427 -5.71013 1.04148

***

Entry 2:
Density functional theory data (ωB97M-V/def2-TZVPD) for a structure of composition C19H24ClF16NO2Sb.

## Properties
Gap between HOMO and LUMO   6.517 eV
HOMO energy   -0.160 Ha
Charge   -1
Energy above the lowest of the compared OMol25 structures with the same formula, charge and spin   0.0 kcal per mole
LUMO energy   2.16 eV

CARTESIAN COORDINATES (ANGSTROEM)
N 3.26810 -1.26533 4.06940
Sb 3.81388 -0.76814 2.09197
Cl 4.45017 -0.21841 -0.30764
C 2.95823 1.24000 2.24452
C 2.06034 1.72833 1.09859
C 0.62211 2.05121 1.52751
C -0.29434 0.88634 1.81704
C -1.27013 1.00267 2.81173
C -2.14839 -0.03646 3.08816
C -2.06988 -1.22699 2.37094
C -1.10485 -1.35642 1.37922
C -0.22921 -0.31218 1.10491
H 3.90869 -0.83318 4.72661
H 3.39426 -2.26751 4.16664
H 2.30943 -1.43059 1.51533
H 4.57881 -2.32561 1.81632
H 5.36933 -0.11682 2.60623
H 3.83620 1.88679 2.33259
H 2.42529 1.28491 3.20062
H 2.06659 1.02631 0.26078
H 2.47299 2.65677 0.69161
H 0.14964 2.68645 0.76740
H 0.67436 2.66390 2.43551
H -1.32869 1.92329 3.38482
H -2.88388 0.09007 3.87610
H -2.73628 -2.05378 2.59114
H -1.00616 -2.27897 0.81898
H 0.52305 -0.44855 0.33829
C -5.70608 0.30847 2.26321
C -6.35598 0.65711 3.60642
C -7.10060 -0.46444 4.33587
F -8.15781 -0.88438 3.61008
F -7.56089 0.01197 5.51522
F -7.16118 1.73199 3.48272
F -5.33163 0.99041 4.44700
O -6.42978 0.68876 1.10829
C -7.31428 -0.14520 0.50168
C -8.70340 0.49968 0.40165
F -9.19000 0.75598 1.63128
F -9.54247 -0.36266 -0.21786
F -7.38357 -1.35202 1.08937
F -6.90145 -0.34104 -0.77501
H -4.79478 0.90360 2.22426
H -5.39922 -0.73683 2.22924
H -6.43222 -1.30695 4.52975
H -8.64296 1.42658 -0.17078
C 5.14930 -0.73467 -4.10516
C 3.77266 -0.37996 -4.67734
C 3.25559 -1.24879 -5.82729
F 4.05751 -1.14417 -6.91075
F 2.01959 -0.82630 -6.18130
F 3.72814 0.91981 -5.04169
F 2.87544 -0.57713 -3.67572
O 6.23277 0.05403 -4.57090
C 6.97340 -0.28903 -5.64948
C 6.97465 0.82758 -6.70241
F 5.72757 1.04746 -7.15910
F 7.74796 0.44479 -7.74846
F 6.60910 -1.46432 -6.19494
F 8.26783 -0.42038 -5.25223
H 5.08807 -0.52212 -3.03795
H 5.35578 -1.80050 -4.20199
H 3.19645 -2.29546 -5.51940
H 7.37588 1.74508 -6.26951

***

Entry 3:
Density functional theory data (ωB97M-V/def2-TZVPD) for a structure of composition C19H24ClInN5O2SSi.

## Properties
Gap between HOMO and LUMO   5.253 eV
HOMO energy   -0.371 Ha
Charge   +1
Energy above the lowest of the compared OMol25 structures with the same formula, charge and spin   23.7 kcal per mole
LUMO energy   -4.85 eV

CARTESIAN COORDINATES (ANGSTROEM)
In -0.23996 0.09039 0.08531
C -4.89376 3.70939 -0.35509
C -3.48696 3.94499 0.02411
N -2.91406 5.09329 0.16621
N -1.63826 4.85329 0.51921
C -1.38336 3.53489 0.60041
S 0.03944 2.78319 1.01451
N -2.57526 2.93219 0.28451
N -2.70906 1.56509 0.21831
H -5.38996 4.66579 -0.48869
H -5.41896 3.14819 0.41831
H -4.96276 3.14939 -1.28769
H -0.99776 5.61209 0.69791
H -3.09556 1.16129 1.07181
H -3.25466 1.25889 -0.58239
Cl -3.84516 -6.69101 0.13261
C -3.30666 -5.05881 0.03691
C -4.23816 -4.01421 0.09891
C -3.82206 -2.71171 0.05791
C -2.45196 -2.36401 -0.06529
O -2.15526 -1.10601 -0.11839
C -1.52056 -3.43931 -0.17029
C -0.12356 -3.23431 -0.35339
O 0.48894 -2.16491 -0.36329
C -1.97536 -4.77261 -0.10509
H -5.28836 -4.24451 0.18481
H -4.54106 -1.90651 0.09601
H 0.45934 -4.16131 -0.51539
H -1.25596 -5.57461 -0.16469
C 3.65854 2.60359 -0.76549
Si 2.69744 1.06009 -1.36099
C 1.19254 1.67079 -2.36719
C 3.65854 -0.13741 -2.49149
N 2.04354 0.39699 0.12281
C 2.65354 -0.42261 0.98471
C 4.04684 -0.67281 0.94361
C 4.67034 -1.38081 1.94751
C 3.94594 -1.95271 2.98431
C 2.56934 -1.76291 3.02381
C 1.95164 -1.00531 2.06001
H 3.89244 3.24029 -1.61179
H 4.59014 2.34259 -0.27589
H 3.06744 3.17879 -0.05959
H 1.50344 2.14549 -3.29289
H 0.60434 2.39689 -1.80839
H 0.54644 0.83259 -2.63399
H 3.94494 0.35169 -3.41969
H 3.04074 -0.99691 -2.74569
H 4.56834 -0.51611 -2.03559
H 4.63044 -0.22221 0.15901
H 5.74214 -1.51571 1.91341
H 4.43324 -2.55811 3.73321
H 1.97734 -2.23261 3.79501
H 0.86694 -0.90191 2.06341

***

Entry 4:
Density functional theory data (ωB97M-V/def2-TZVPD) for the molecule C19H24ClN5O2S.

## Properties
Structure (SMILES)   CC(C)c1nnc(NC(=O)CCC(=O)N2CCN(c3ccc(Cl)cc3)CC2)s1
Gap between HOMO and LUMO   8.066 eV
HOMO energy   -0.282 Ha
Energy above the lowest of the compared OMol25 structures with the same formula, charge and spin   5.2 kcal per mole
LUMO energy   0.38 eV

CARTESIAN COORDINATES (ANGSTROEM)
C 5.06248 2.98173 -5.54508
C 3.54571 2.96218 -5.74201
C 2.97479 4.38148 -5.73649
C 2.90044 2.14919 -4.67939
N 2.19827 1.09989 -4.88016
N 1.71271 0.52586 -3.78744
C 2.03349 1.13512 -2.69878
N 1.69169 0.77787 -1.43115
C 0.83353 -0.21754 -1.00371
O 0.69579 -0.38725 0.18645
C 0.13402 -1.00746 -2.07111
C -0.90072 -1.92278 -1.42065
C -1.92923 -1.03554 -0.72518
O -2.21653 0.05394 -1.18774
N -2.54260 -1.51073 0.38558
C -2.19132 -2.68875 1.14063
C -1.30465 -2.30015 2.33440
N -2.04631 -1.36597 3.15352
C -1.84664 -1.29873 4.52046
C -2.77829 -0.63546 5.33039
C -2.64233 -0.60102 6.70180
C -1.57036 -1.24100 7.30300
Cl -1.40005 -1.20560 9.02660
C -0.63680 -1.90754 6.52966
C -0.77196 -1.93133 5.15502
C -2.41436 -0.18121 2.40307
C -3.28630 -0.57575 1.20870
S 3.03795 2.56266 -2.96805
H 5.53344 3.54458 -6.34673
H 5.46180 1.97009 -5.55020
H 5.31447 3.45165 -4.59615
H 3.30730 2.47715 -6.69372
H 3.19646 4.87452 -4.79167
H 3.41558 4.96193 -6.54281
H 1.89615 4.35946 -5.87368
H 2.09771 1.32881 -0.68331
H 0.86846 -1.56713 -2.65114
H -0.35733 -0.30820 -2.74964
H -0.39642 -2.58108 -0.71782
H -1.40527 -2.51999 -2.18159
H -1.69807 -3.43073 0.51693
H -3.12144 -3.12654 1.52027
H -1.08178 -3.19714 2.91211
H -0.37171 -1.85602 1.95682
H -3.63509 -0.15562 4.88357
H -3.37293 -0.08750 7.30717
H 0.20211 -2.39765 6.99891
H -0.01372 -2.43231 4.57498
H -2.94241 0.52425 3.04089
H -1.50758 0.30819 2.01380
H -3.52357 0.29832 0.60182
H -4.20858 -1.05511 1.54879